Entry 1:
88
Properties=species:S:1:pos:R:3:forces:R:3:mulliken_spin:R:1 method="wB97M-V/def2-TZVPD" homo_lumo_gap_ev="3.22 / 5.58" spin_multiplicity=3 e_homo_ev="0.667 / -1.689" charge=-2
Br -1.7004 1.7896 2.0911 -0.03 0.06 0.02 0.005
Ti 0.0890 -0.9426 -0.1061 0.12 -0.60 0.21 1.004
Cl -2.8557 -5.8674 6.1038 -0.01 -0.01 0.01 0.021
O 2.7484 -1.8658 -2.0708 0.10 -0.08 -0.02 -0.025
O -0.7322 -1.1011 1.7944 -0.09 0.14 -0.02 0.008
O -1.4604 -1.2269 -1.3631 0.15 0.03 0.27 0.048
O 2.3351 0.3488 -2.4217 0.10 0.15 -0.10 -0.037
O -3.0792 -1.9092 -2.7406 0.00 -0.02 -0.02 0.004
O -0.0648 -2.8771 0.6806 0.15 0.33 -0.39 0.038
N -0.6435 1.3388 -0.4310 -0.15 0.31 -0.17 0.010
N 1.9750 -0.3335 0.8408 -0.30 -0.04 -0.07 -0.019
C -3.8463 0.9918 -2.1516 0.00 0.04 -0.07 -0.009
C 4.9864 -1.8977 -3.1100 0.03 -0.08 0.01 -0.002
C -1.7245 3.4556 -0.1699 -0.11 0.22 0.04 -0.004
C -1.0859 -4.6549 2.7033 -0.01 -0.06 0.06 0.185
C 5.6646 0.2608 -3.9886 0.00 -0.03 0.00 0.000
C -4.0650 -0.1640 -0.0319 -0.04 -0.01 0.08 -0.019
C 3.5557 0.0383 -2.9290 -0.04 -0.02 0.01 -0.003
C -6.0158 3.1104 0.1507 0.04 -0.07 -0.05 0.000
C 1.7945 2.4747 3.2553 -0.01 0.02 -0.08 0.001
C 3.8080 -1.3124 -2.7074 -0.12 0.05 0.04 -0.005
C -3.7959 -1.3342 0.8782 0.00 0.07 -0.04 -0.004
C 5.3767 -2.6994 1.6493 -0.03 -0.02 -0.01 0.002
C -4.8733 0.8807 0.4201 0.03 0.04 -0.05 0.005
C -0.7477 2.9007 -2.2675 0.11 0.05 -0.31 0.003
C -4.6427 2.0182 -1.6636 0.03 0.03 0.00 0.001
C -1.1441 -3.2277 2.7844 0.03 0.11 -0.02 -0.049
C -0.4009 1.6856 -1.6984 0.15 -0.13 -0.14 0.036
C -0.6345 -2.4045 1.7554 -0.03 -0.12 0.10 0.333
C -3.3419 1.0266 -3.5728 -0.03 -0.01 0.08 0.000
C 5.9197 -1.0854 -3.7599 -0.01 0.06 -0.01 0.000
C -1.7559 -2.6572 3.9480 -0.04 -0.10 0.06 0.191
C -1.6006 -5.4457 3.7005 -0.01 0.12 0.02 -0.090
C 1.9533 3.5787 2.4212 -0.02 -0.06 0.04 -0.001
C 1.7975 1.1939 2.7281 -0.02 0.04 0.05 -0.014
C -2.6442 -1.1820 -1.8582 0.13 -0.05 -0.06 -0.005
C -5.1583 1.9831 -0.3711 0.00 -0.01 0.07 0.000
C -1.3112 2.2224 0.2987 0.09 -0.21 0.26 0.026
C 3.0734 -2.4944 0.9254 -0.05 0.02 -0.03 0.031
C 2.1576 2.0894 0.5335 -0.02 0.03 -0.02 0.006
C 4.2833 -0.5422 1.6298 0.05 -0.01 0.00 0.000
C -3.5355 -0.0866 -1.3171 -0.09 0.02 0.02 0.019
C 2.1294 3.3759 1.0596 0.00 0.01 -0.04 0.005
C -2.1954 -4.8518 4.8289 0.04 0.07 -0.07 0.305
C 4.4657 0.8473 -3.5715 -0.02 0.05 0.00 0.002
C 4.1932 -3.2626 1.1711 0.03 0.02 0.01 0.007
C -0.3832 3.1977 -3.6993 0.04 -0.10 0.09 0.001
C 3.0797 -1.0975 1.1395 0.03 0.04 0.01 0.010
C 1.9795 0.9766 1.3569 0.09 -0.06 0.10 -0.009
C -1.4233 3.8054 -1.4709 -0.06 -0.05 0.08 0.002
C 5.3985 -1.3321 1.8759 -0.05 0.07 0.00 -0.001
C -2.2680 -3.4530 4.9441 0.04 -0.05 -0.09 -0.094
B 1.7862 -0.8431 -1.8024 -0.24 -0.08 0.13 0.020
H 0.6859 3.0491 -3.8614 -0.01 0.00 0.00 0.000
H 6.2496 -3.3115 1.8435 -0.01 0.00 0.00 0.000
H -3.4587 2.0237 -4.0029 0.00 0.01 0.01 0.000
H -6.0281 3.1137 1.2413 -0.01 0.01 0.00 0.000
H -3.1096 -1.0477 1.6774 0.01 -0.02 -0.02 0.013
H -7.0485 3.0154 -0.1962 -0.01 0.01 0.01 0.000
H -3.8852 0.3065 -4.1866 0.00 0.00 0.00 0.000
H -4.7275 -1.6800 1.3311 0.01 0.00 0.01 0.000
H -5.2648 0.8326 1.4326 0.00 0.00 -0.02 0.001
H 1.9301 4.5829 2.8284 0.01 0.00 0.00 0.000
H 0.1238 0.9328 -2.2730 -0.01 0.05 -0.07 -0.049
H 5.1780 -2.9440 -2.9106 0.00 0.01 -0.01 0.000
H 1.6393 0.3289 3.3608 0.00 0.00 0.00 0.002
H -4.8561 2.8730 -2.3019 0.00 -0.02 0.01 0.000
H 4.1408 -4.3318 0.9944 -0.02 0.00 -0.01 0.001
H 4.3432 0.5252 1.8045 0.02 -0.03 0.00 0.000
H -2.2903 0.7416 -3.6236 0.02 -0.01 -0.02 0.000
H 6.8623 -1.5100 -4.0837 0.00 -0.01 0.01 0.000
H -0.9108 2.5307 -4.3837 0.00 0.01 0.01 0.000
H -1.8040 -1.5785 4.0309 0.00 -0.01 0.00 0.063
H 1.6392 2.6188 4.3187 0.00 -0.01 0.00 0.000
H -0.6270 -5.1011 1.8300 -0.01 0.00 0.02 0.052
H -3.3380 -2.1706 0.3521 0.00 0.00 0.01 -0.003
H -2.2695 4.1225 0.4819 0.01 -0.04 0.03 0.000
H -1.5537 -6.5258 3.6263 0.00 0.00 0.00 0.003
H 2.3101 1.9221 -0.5263 0.00 0.01 0.01 -0.011
H -2.7266 -3.0096 5.8205 0.00 -0.01 0.00 0.002
H -0.6357 4.2254 -3.9624 0.00 0.01 0.01 0.000
H -5.6442 4.0800 -0.1886 0.00 -0.01 0.00 0.000
H -1.7281 4.7688 -1.8662 0.01 0.00 0.02 0.000
H 2.1591 -2.9563 0.5773 0.03 -0.02 0.00 -0.014
H 6.3033 -0.8603 2.2471 0.00 0.01 0.00 0.000
H 6.4079 0.8693 -4.4899 0.00 0.00 0.00 0.000
H 2.2537 4.2272 0.3978 0.00 -0.01 0.00 0.000
H 4.2604 1.8983 -3.7341 0.00 -0.01 0.00 0.000


Entry 2:
98
Properties=species:S:1:pos:R:3:forces:R:3:mulliken_charge:R:1 method="wB97M-V/def2-TZVPD" homo_lumo_gap_ev=7.23 e_homo_ev=-12.445 charge=+2
W -0.0617 0.2296 0.2273 0.45 0.17 -0.02 1.152
Se -1.4457 -1.8650 1.2653 0.09 -0.25 0.00 -0.138
Se -2.6847 1.0188 0.3158 -0.13 0.26 -0.15 -0.200
Cl -1.9953 -3.6950 -3.0596 -0.01 -0.04 -0.06 -0.079
Cl -3.7791 -1.4499 -3.5777 -0.04 -0.02 0.03 -0.058
Cl -1.2272 -1.6091 -4.9435 0.04 0.02 -0.11 -0.045
P -3.3025 -0.7555 1.3744 -0.07 -0.04 -0.06 -0.187
F -1.5550 3.1250 4.6874 -0.01 -0.01 0.02 -0.309
F -0.5390 5.5126 3.8677 0.00 0.02 0.01 -0.288
F 0.8206 5.6362 1.5088 0.00 0.02 0.00 -0.333
F -1.2393 0.9528 3.2374 -0.06 -0.02 -0.04 -0.469
F 1.1497 3.5186 0.0230 0.17 -0.07 0.08 -0.487
N -0.2950 1.7634 -1.3652 -0.10 -0.01 -0.08 0.430
N 0.9964 -0.3627 2.1786 0.24 -0.03 0.45 -0.055
N -0.9927 -0.7322 -1.4552 0.02 0.02 -0.20 0.634
N 2.4163 -3.2866 0.4117 -0.04 0.02 0.00 0.023
N -0.3551 2.4215 -3.4140 0.09 0.17 0.11 -1.369
N 0.0901 1.5227 -2.6350 -0.26 -0.27 -0.21 0.126
N 1.2261 -1.5271 -0.1888 -0.09 -0.16 -0.04 1.161
N 3.9881 1.4559 1.1660 -0.08 -0.01 -0.02 0.062
N -1.0359 3.3015 -2.6541 0.05 -0.05 -0.10 0.863
N 2.1189 0.9117 0.0992 0.15 0.04 0.07 1.317
C -0.7480 2.1061 2.7229 0.06 0.14 0.04 -0.312
C 3.0915 1.3337 -2.2511 -0.09 0.01 0.00 -0.171
C -4.9790 0.9773 4.6259 0.00 -0.02 0.03 -0.742
C -4.6537 -3.0396 0.6259 0.05 0.00 -0.04 -0.315
C 4.2294 1.7857 -2.8868 0.00 -0.01 0.00 -1.336
C -0.9951 2.8854 -1.4022 0.08 0.07 0.00 -1.052
C -1.4803 -1.2546 -2.3455 -0.12 -0.16 -0.06 -0.617
C 2.8455 -3.8075 -3.2313 0.01 -0.02 0.00 -0.726
C -0.1026 6.0322 -1.8813 0.03 -0.03 0.03 -1.054
C 3.0820 1.3155 -0.8559 -0.08 -0.05 -0.01 -0.248
C -0.0967 2.0963 1.4916 -0.12 -0.03 -0.15 0.552
C 2.7356 0.9898 1.2592 -0.01 0.11 0.06 0.243
C 5.3955 2.1456 -0.8021 -0.01 0.00 -0.02 -1.293
C 0.2948 4.4880 1.9234 0.02 -0.02 0.00 0.386
C -4.8230 0.0019 5.6014 0.00 0.00 -0.01 -0.471
C 1.5490 -1.8201 -2.6975 -0.01 -0.01 -0.01 0.518
C -5.5705 -0.9679 -0.2103 0.01 0.07 0.00 -0.371
C -1.6189 4.5273 -3.2233 -0.03 -0.13 0.11 -1.273
C 1.7130 -2.2195 0.8183 -0.01 0.14 -0.05 0.261
C -3.8550 -0.4376 3.0467 -0.09 -0.01 0.11 0.731
C -5.6901 -3.7378 0.0299 -0.06 0.04 -0.02 -0.734
C -0.6190 5.6813 -3.2733 -0.05 0.07 0.00 0.805
C -0.3939 4.4343 3.1197 0.02 -0.04 -0.02 0.666
C 2.9992 -4.1431 -1.9024 -0.02 0.02 -0.01 -1.217
C -4.1823 -1.1934 5.3020 -0.02 0.03 0.01 -0.750
C -6.6117 -1.6719 -0.7966 0.02 0.03 -0.02 -0.703
C 1.4947 -1.7669 2.2194 -0.09 -0.06 -0.07 -1.899
C -2.1021 -1.9825 -3.4668 0.01 0.13 0.35 0.471
C 2.4003 -3.2930 -0.9809 0.07 -0.06 0.06 0.723
C -0.9125 3.2153 3.5292 -0.04 -0.02 0.01 0.422
C 0.5230 5.4229 -4.2490 0.03 -0.02 -0.01 -1.422
C -4.5893 -1.6519 0.5001 -0.11 -0.13 0.08 1.260
C 1.6664 -2.1684 -1.3534 0.04 0.08 0.02 -0.510
C 4.2424 1.6895 -0.1763 0.12 0.02 0.05 0.926
C -4.4950 0.7615 3.3457 -0.01 0.02 0.00 -0.255
C 2.1409 -2.6572 -3.6202 0.01 -0.01 0.00 -1.980
C 5.3649 2.2015 -2.1775 -0.01 -0.01 -0.03 -0.589
C 0.4405 3.3358 1.1590 0.00 0.08 0.16 0.302
C -6.6697 -3.0528 -0.6793 0.01 -0.04 0.02 -0.525
C 2.0873 0.5839 2.5283 -0.16 0.08 0.03 -1.722
C -3.6963 -1.4165 4.0241 0.01 -0.03 0.00 -0.318
H -1.4342 3.3995 -0.5642 -0.06 -0.03 -0.04 0.585
H 4.2484 1.8080 -3.9680 0.01 0.00 0.00 0.507
H 0.2517 -0.2709 2.8673 0.04 -0.07 -0.01 0.114
H -3.8918 -3.5817 1.1743 0.01 0.02 0.00 0.354
H -5.4740 1.9087 4.8650 0.00 0.00 -0.01 0.445
H 1.6576 1.4556 3.0196 0.01 -0.03 0.01 0.287
H 2.8676 -3.9584 1.0109 0.02 0.00 -0.02 0.260
H 2.2491 0.9958 -2.8265 -0.06 0.01 0.00 0.307
H 0.5373 5.2415 -1.4801 -0.03 0.05 -0.04 -0.024
H -5.5228 0.1098 -0.3129 0.01 0.01 0.00 0.331
H 3.2928 -4.4346 -3.9901 0.00 0.00 0.00 0.454
H 1.1407 6.3153 -4.3433 0.00 0.00 0.01 0.441
H -5.7384 -4.8143 0.1221 0.00 0.00 0.00 0.455
H 1.0370 -0.9178 -3.0000 0.03 -0.01 -0.02 0.888
H -4.6036 1.5329 2.5923 0.01 -0.02 -0.02 0.403
H 0.7503 -2.3957 2.7056 -0.02 0.02 0.01 0.482
H -1.9873 4.2486 -4.2088 0.04 0.05 -0.03 0.435
H -0.9169 6.2121 -1.1742 -0.01 0.00 -0.01 0.321
H -2.4702 4.7750 -2.5893 -0.01 0.02 -0.02 0.394
H 2.0729 -2.4188 -4.6731 -0.01 0.00 0.00 0.508
H 6.2731 2.4323 -0.2388 0.00 0.00 0.01 0.481
H 1.1693 4.6136 -3.9016 0.00 -0.01 0.01 0.195
H -4.0604 -1.9495 6.0657 0.00 -0.01 0.00 0.433
H 0.1591 5.1601 -5.2429 -0.02 0.00 0.01 0.393
H -7.3791 -1.1416 -1.3449 0.01 0.00 0.00 0.447
H 0.5013 6.9378 -1.9171 0.00 0.01 -0.02 0.492
H 2.7994 0.1353 3.2221 0.03 -0.04 -0.04 0.760
H -3.1869 -2.3466 3.7989 0.00 0.01 -0.03 0.426
H -1.2092 6.5253 -3.6428 0.01 0.00 -0.02 0.335
H 6.2324 2.5503 -2.7203 0.00 0.00 0.01 0.447
H 4.6207 1.6050 1.9349 0.02 0.00 -0.01 0.262
H 3.5651 -5.0126 -1.5977 0.00 0.00 0.00 0.491
H -7.4834 -3.5986 -1.1380 0.01 0.00 0.00 0.432
H 2.4083 -1.8364 2.8097 0.06 -0.01 -0.06 0.615
H -5.1991 0.1758 6.6006 0.00 0.00 0.00 0.432


Energy relative to the best compared isomer or geometry (same formula, charge and spin) (eV)
2.6475 0.1245